C17H26N2O2 | the ωB97M-V functional and the def2-TZVPD basis

Results
- E_LUMO (hartree) = 0.03267
- SMILES = C=CCN(CC=C)C(=O)CCCC(=O)N(CC=C)CC=C
- largest force on an atom (Eh/bohr) = 0.011
- relative energy (zero: lowest compared OMol25 entry of this formula, charge and spin) (eV) = 2.565

Structure (XYZ):
```
47
Properties=species:S:1:pos:R:3:forces:R:3:mulliken_charge:R:1
O -0.17990 -0.10203 1.55038 0.3 0.0 0.2 -0.663
O 0.24466 -0.09241 -1.58609 -0.3 0.0 -0.1 -0.709
N 2.11366 -0.38976 -0.38312 0.2 -0.4 -0.1 0.642
N -2.14830 -0.07430 0.47217 -0.3 -0.3 0.1 0.390
C -0.84038 1.98911 0.57729 0.3 0.0 0.1 -0.504
C 1.28475 1.89652 -0.79387 0.0 0.0 0.1 -1.102
C -3.38806 1.80697 -2.44933 -0.1 0.1 -0.1 -0.964
C -3.48456 -1.83662 1.50040 0.1 0.1 -0.1 -0.191
C 3.66533 -1.98966 -2.20229 0.1 0.0 -0.1 -0.849
C -2.30440 -1.50905 0.64050 0.2 -0.2 0.2 -0.725
C -2.79102 0.90096 -1.69794 -0.1 -0.1 0.0 0.191
C -4.44670 -2.67232 1.15657 -0.1 -0.1 0.0 -0.752
C 3.25634 0.06081 0.38120 0.2 0.2 0.2 -1.153
C -3.18867 0.59835 -0.27705 -0.1 0.2 -0.1 -1.099
C 1.17171 0.39123 -0.95144 0.3 0.4 -0.3 0.656
C 2.87797 -2.55187 -1.30478 -0.1 0.0 0.1 -0.328
C 1.91844 -1.82508 -0.41098 -0.3 0.0 -0.1 -0.681
C 2.94519 0.29973 1.83412 0.1 -0.1 -0.1 0.110
C 3.66652 1.07831 2.61863 0.1 0.0 0.1 -0.928
C -1.00964 0.51221 0.89815 -0.3 0.3 0.1 0.468
C 0.63819 2.37077 0.51348 -0.1 -0.1 0.0 -0.573
H 1.99001 -2.21558 0.61036 0.0 0.0 0.0 0.489
H -3.08793 1.98662 -3.46693 0.1 0.0 -0.2 0.306
H -1.33294 2.55447 1.37407 -0.1 0.0 0.0 0.398
H -4.20913 2.40289 -2.08156 -0.1 0.1 0.1 0.279
H 2.07262 -0.21779 2.20594 -0.1 0.0 0.1 0.278
H 1.15784 1.92812 1.36435 -0.1 0.2 0.0 0.158
H -1.38731 -1.85998 1.12507 -0.2 0.0 -0.2 0.327
H -1.31953 2.22975 -0.37034 -0.1 0.1 0.1 0.260
H -3.50735 -1.32694 2.45458 0.0 0.0 0.2 0.299
H -3.49625 1.51329 0.24161 -0.1 -0.1 -0.1 0.429
H 3.67460 -0.92419 -2.36197 0.0 0.2 0.0 0.219
H 3.42811 1.21367 3.65925 -0.1 0.0 0.2 0.306
H 3.69028 0.95951 -0.06473 0.0 -0.1 0.0 0.427
H 4.32318 -2.57105 -2.82505 0.1 -0.2 -0.1 0.297
H 2.32116 2.23008 -0.83260 0.0 0.0 0.0 0.392
H 0.74746 2.33956 -1.63619 0.1 -0.1 0.0 0.478
H 4.53179 1.61046 2.25516 0.2 0.1 -0.1 0.259
H 4.01442 -0.72868 0.30755 -0.1 0.1 -0.1 0.451
H -4.43717 -3.18649 0.20885 0.0 -0.1 -0.2 0.263
H 0.73535 3.45713 0.57521 0.0 0.0 0.0 0.439
H -4.05459 -0.07293 -0.28324 0.1 0.1 0.1 0.424
H 2.87376 -3.62607 -1.17331 0.1 -0.1 -0.1 0.356
H -1.95895 0.31977 -2.07045 0.1 0.0 -0.1 0.290
H -5.27460 -2.89183 1.80890 -0.1 0.0 0.2 0.279
H -2.39403 -1.98411 -0.34221 0.0 0.0 0.0 0.341
H 0.89803 -2.00155 -0.76832 0.2 0.0 0.2 0.321
```
Positions in Å, forces in eV/Å.

***

CH3BrN2 | the ωB97M-V functional and the def2-TZVPD basis

Results
- E_LUMO (hartree) = 0.02420
- largest force on an atom (Eh/bohr) = 0.071
- relative energy (zero: lowest compared OMol25 entry of this formula, charge and spin) (eV) = 0.378

Structure (XYZ):
```
7
Properties=species:S:1:pos:R:3:forces:R:3:mulliken_charge:R:1
Br -3.21381 0.20951 -0.12429 -0.6 -0.4 0.9 -0.212
N 0.97648 1.55172 1.08186 0.3 0.5 -0.2 -0.504
N 1.01812 1.26079 -0.00979 -0.8 0.1 1.3 0.424
C 0.97984 0.68019 -1.14314 1.6 -2.7 -1.9 -0.354
H -4.02997 -0.28165 0.99148 0.6 0.4 -0.9 0.204
H 1.52612 -0.35765 -1.08872 -1.3 2.2 -0.4 0.187
H 0.75594 1.15522 -2.11968 0.2 -0.1 1.3 0.254
```
Positions in Å, forces in eV/Å.

***

C21H23Cl5MnO5Sb | the ωB97M-V functional and the def2-TZVPD basis

Results
- multiplicity = 2
- E_LUMO (alpha / beta) (hartree) = -0.21719 / -0.21798
- largest force on an atom (Eh/bohr) = 0.013
- total charge = +1
- ⟨S²⟩ = 0.95

Structure (XYZ):
```
56
Properties=species:S:1:pos:R:3:forces:R:3:mulliken_charge:R:1
Sb 1.63035 0.62811 -1.11891 -0.3 0.2 -0.5 1.217
Mn -0.35085 1.73227 0.06985 -0.5 0.2 0.4 0.837
Cl -0.15205 6.53018 0.50149 0.0 0.0 0.0 -0.145
Cl -3.52548 2.91692 -3.39939 0.0 0.0 0.0 -0.140
Cl -2.35251 7.80640 -1.37382 0.0 0.1 0.0 -0.129
Cl -4.01795 6.03470 -3.26849 -0.1 0.1 -0.1 -0.134
Cl -3.30605 -6.13028 1.22046 0.0 0.1 0.0 -0.217
O 1.38045 -0.72739 1.61836 0.1 0.0 -0.1 -0.528
O -1.38913 2.12902 -1.41331 0.4 -0.3 0.1 -0.473
O 0.04600 -2.03504 3.77734 0.1 0.0 -0.1 -0.465
O -0.04005 3.54378 0.07194 0.2 -0.3 -0.2 -1.019
O -0.37683 0.63483 1.43650 0.1 -0.2 0.2 -1.056
C -1.78701 -3.55461 3.88345 -0.1 0.0 0.0 1.012
C -0.75229 -2.98703 3.14661 0.0 0.1 0.1 -0.181
C -1.67716 3.38113 -1.50755 0.3 0.4 0.5 0.502
C 4.51206 -0.27356 -1.15760 0.1 0.0 0.0 -1.099
C -2.84198 5.29967 -2.28870 0.2 0.2 0.2 0.444
C -1.27563 -4.34878 1.24057 0.1 0.0 -0.1 -0.680
C 1.45371 1.46452 -3.07414 0.1 0.0 0.0 -0.734
C -2.65054 3.94621 -2.35671 0.0 0.0 -0.1 -0.238
C -2.05941 6.13459 -1.39174 -0.2 -0.2 -0.2 0.464
C -1.09864 5.60422 -0.57316 0.0 0.0 0.0 -0.276
C -0.89781 4.20955 -0.62520 -0.4 -0.4 -0.3 0.859
C -0.23964 -1.58764 -1.94351 0.0 -0.1 0.0 -1.168
C -2.31361 -4.91087 1.95911 -0.1 -0.1 0.0 0.174
C 3.67954 0.90399 -0.65505 -0.1 0.0 0.2 -0.708
C 1.21243 -1.41653 -1.49181 -0.1 0.1 0.1 -0.664
C -0.23766 -0.71380 3.41637 -0.1 -0.1 0.1 -0.446
C 2.40148 0.84832 -4.10014 0.0 0.0 0.0 -1.178
C -0.48568 -3.38196 1.84639 0.0 -0.1 -0.1 -0.328
C 0.35249 -0.31665 2.07649 -0.1 0.3 -0.2 0.591
C -2.56572 -4.52717 3.26528 0.0 0.0 0.1 -0.693
C -2.06424 -3.12037 5.29708 0.0 0.0 0.0 -1.351
H 0.36183 -2.96281 1.32209 0.0 0.0 0.0 0.762
H 1.91646 -1.74509 -2.25567 0.0 -0.1 0.0 0.596
H 3.44757 1.02247 -3.84493 0.0 0.0 0.0 0.295
H 4.33847 -0.49011 -2.21219 0.0 0.0 0.0 0.288
H 4.30444 -1.17874 -0.58718 0.0 0.0 0.0 0.329
H 1.42130 -1.94860 -0.56822 0.0 0.0 0.0 0.370
H -2.58287 -2.15875 5.31569 0.0 0.0 0.0 0.276
H 3.76909 1.03552 0.42113 0.0 0.0 0.0 0.489
H -3.37593 -4.99441 3.81073 0.0 0.0 0.0 0.400
H -0.37985 -1.27816 -2.97970 0.0 0.0 0.0 0.326
H 3.93952 1.84683 -1.13650 0.1 0.0 0.0 0.471
H 2.25224 -0.22833 -4.19770 0.0 0.0 0.0 0.307
H -1.07682 -4.67801 0.22980 0.0 0.0 0.0 0.440
H 0.40762 1.33162 -3.35235 0.0 0.0 0.0 0.393
H -2.69579 -3.84712 5.80467 0.0 0.0 0.0 0.442
H 5.57179 -0.04389 -1.04148 0.0 0.0 0.0 0.385
H 0.24236 -0.06562 4.15472 0.0 0.0 0.0 0.320
H -1.30930 -0.50335 3.41582 0.0 0.0 0.0 0.289
H -0.53591 -2.63437 -1.86909 0.0 0.0 -0.1 0.371
H 2.23189 1.28869 -5.08349 0.0 0.0 0.0 0.393
H 1.62543 2.53736 -2.96474 0.0 0.0 0.0 0.456
H -1.14087 -3.00248 5.86140 0.0 0.0 0.0 0.320
H -0.94325 -1.01939 -1.33087 0.0 0.0 0.1 0.232
```
Positions in Å, forces in eV/Å.

***

CHNO4 | the ωB97M-V functional and the def2-TZVPD basis

Results
- E_LUMO (hartree) = -0.01456
- SMILES = O=CO[N+](=O)[O-]
- largest force on an atom (Eh/bohr) = 0.091
- relative energy (zero: lowest compared OMol25 entry of this formula, charge and spin) (eV) = 3.260

Structure (XYZ):
```
7
Properties=species:S:1:pos:R:3:forces:R:3:mulliken_charge:R:1
O -2.13592 -1.14510 -0.21132 1.2 1.2 0.6 -0.271
O 0.34284 -0.75957 0.04223 -2.4 -0.3 -0.1 -0.440
O 0.76727 1.37141 -0.21034 -1.0 2.7 -0.3 -0.617
O 2.34146 -0.04447 -0.00847 2.4 -0.3 0.1 -0.550
N 1.22848 0.29654 -0.06879 -1.7 -2.3 0.3 1.192
C -1.35461 -0.33899 0.08723 1.8 -4.0 -1.5 0.302
H -1.18952 0.62016 0.36946 -0.4 3.1 0.9 0.382
```
Positions in Å, forces in eV/Å.

***

C8H9N2S | the ωB97M-V functional and the def2-TZVPD basis

Results
- multiplicity = 3
- E_LUMO (alpha / beta) (hartree) = -0.17629 / -0.22996
- largest force on an atom (Eh/bohr) = 0.131
- total charge = +1
- ⟨S²⟩ = 2.02
- relative energy (zero: lowest compared OMol25 entry of this formula, charge and spin) (eV) = 3.427

Structure (XYZ):
```
20
Properties=species:S:1:pos:R:3:forces:R:3:mulliken_charge:R:1
S 3.14510 -1.04016 0.26768 0.6 1.6 -0.7 -0.065
N 0.45609 -1.53068 0.42450 -2.1 -2.0 0.5 -0.585
N -1.86017 -1.41080 -0.12566 -2.0 -0.8 -0.4 -0.043
C 1.45868 -0.74943 0.32951 1.2 3.7 -0.3 0.118
C -0.71717 -0.75449 0.52627 1.0 2.2 1.4 0.061
C -2.04900 -2.60851 -0.62150 -0.9 1.4 -0.8 -0.150
C 2.37238 1.46766 -0.06072 -4.6 -1.0 -0.3 -0.891
C -0.18210 0.89872 0.28856 -4.9 -2.2 -1.4 0.483
C 1.13832 0.67213 0.16668 6.7 0.2 -0.4 0.567
C -1.18371 1.93574 0.01552 -2.2 0.9 0.1 -1.325
C 3.46618 0.67939 -0.11946 1.6 -2.9 0.4 -0.181
H -2.68853 -0.81017 0.09085 0.4 -0.9 -0.8 0.355
H -1.26811 -3.32010 -0.81554 0.9 0.3 0.5 0.320
H -1.15535 -0.53345 1.55035 0.5 -1.0 -0.5 0.322
H 4.48655 0.89840 -0.42755 -0.3 0.2 0.3 0.454
H -0.76680 2.97784 0.10974 -0.5 -1.1 0.0 0.342
H -1.99681 1.75114 0.80926 1.0 0.8 -0.7 0.323
H -3.03626 -2.97957 -1.07407 1.1 1.2 1.3 0.258
H 2.29114 2.49315 -0.38832 0.4 0.1 0.3 0.380
H -1.91046 1.96316 -0.94609 2.2 -0.5 1.5 0.257
```
Positions in Å, forces in eV/Å.